This record from the OMol25 dataset describes a 7-piece molecular cluster, C32H76ClN2O14PSi overall. The level of theory is ωB97M-V with the def2-TZVPD basis set.

SMILES: N=P(O)(O)[Si@@H](Cl)CCCCn1cccc1.COCCOC.COCCOC.COCCOC.COCCOC.COCCOC.COCCOC
HOMO level: -8.219 eV
net charge: 0
Kohn-Sham gap: 8.707 eV

Geometry (Å):
N  2.3032  -0.4680  -0.5544
P  1.7608  -0.1343  -1.9812
O  2.7943  0.6827  -2.8956
O  0.5786  0.9363  -2.0506
Si  1.1000  -2.0399  -2.9940
Cl  0.6841  -1.6867  -4.9740
C  2.3377  -3.4147  -2.7759
C  2.1592  -4.1645  -1.4384
C  3.3302  -3.9574  -0.4883
C  3.0499  -4.3571  0.9756
N  1.6697  -4.2100  1.3618
C  1.0628  -3.0361  1.7652
C  -0.2906  -3.2732  1.9648
C  -0.5196  -4.6466  1.6838
C  0.6995  -5.1946  1.3185
H  2.2056  -1.4482  -0.3218
H  3.6541  0.2940  -2.6898
H  -0.0187  0.7824  -1.3093
H  -0.1752  -2.4124  -2.3512
H  2.1443  -4.0841  -3.6139
H  3.3623  -3.0652  -2.8829
H  1.2314  -3.8770  -0.9472
H  2.0567  -5.2279  -1.6492
H  4.1699  -4.5591  -0.8359
H  3.6714  -2.9243  -0.5129
H  3.6380  -3.7201  1.6319
H  3.3504  -5.3826  1.1657
H  1.6322  -2.1275  1.8630
H  -1.0229  -2.5489  2.2744
H  -1.4494  -5.1829  1.7562
H  0.9388  -6.2005  1.0204
C  -3.6693  -4.0529  7.5155
O  -2.3250  -4.4219  7.7507
C  -1.8040  -5.3310  6.7945
C  -0.9650  -4.6365  5.7474
O  -1.7368  -3.7572  4.9530
C  -1.6277  -2.3997  5.3394
H  -3.8892  -3.2048  8.1626
H  -3.8292  -3.7575  6.4754
H  -4.3529  -4.8725  7.7655
H  -2.6184  -5.8788  6.3099
H  -1.1818  -6.0536  7.3316
H  -0.5278  -5.3865  5.0794
H  -0.1454  -4.0962  6.2324
H  -0.6517  -1.9948  5.0457
H  -1.7591  -2.2719  6.4123
H  -2.4068  -1.8408  4.8247
C  5.6203  2.6727  -7.6081
O  5.4107  3.8616  -6.8737
C  4.3605  4.6713  -7.3801
C  3.0804  4.4745  -6.5978
O  2.5994  3.1470  -6.7471
C  2.9301  2.3031  -5.6560
H  6.2809  2.0398  -7.0175
H  4.6829  2.1408  -7.7888
H  6.1021  2.8829  -8.5699
H  4.1826  4.4457  -8.4365
H  4.6819  5.7129  -7.3024
H  2.3185  5.1622  -6.9793
H  3.2507  4.7044  -5.5402
H  2.2893  2.4929  -4.7915
H  3.9751  2.4378  -5.3631
H  2.7801  1.2748  -5.9810
C  4.5273  11.0517  -5.2574
O  3.3816  10.4955  -4.6426
C  2.4758  9.8948  -5.5506
C  2.6172  8.3911  -5.5860
O  3.8731  7.9823  -6.0960
C  4.8127  7.6234  -5.0997
H  5.2385  11.2803  -4.4658
H  4.9869  10.3527  -5.9603
H  4.2791  11.9785  -5.7866
H  2.6168  10.3022  -6.5572
H  1.4624  10.1444  -5.2217
H  1.8482  7.9825  -6.2454
H  2.4596  7.9818  -4.5826
H  4.5701  6.6497  -4.6601
H  4.8618  8.3727  -4.3066
H  5.7836  7.5537  -5.5870
C  -3.4827  -8.4120  1.4393
O  -2.9124  -7.6153  2.4593
C  -3.8568  -6.8853  3.2245
C  -4.1454  -7.5502  4.5498
O  -4.7850  -8.8048  4.3960
C  -3.9139  -9.9114  4.5240
H  -2.7019  -9.0781  1.0761
H  -4.3169  -9.0098  1.8144
H  -3.8335  -7.7929  0.6061
H  -4.7879  -6.7564  2.6634
H  -3.4327  -5.8931  3.4141
H  -4.8157  -6.9061  5.1283
H  -3.2138  -7.6659  5.1138
H  -3.6218  -10.0646  5.5689
H  -3.0133  -9.7866  3.9178
H  -4.4566  -10.7901  4.1803
C  -0.8061  5.0866  -5.9134
O  -1.3101  5.5650  -4.6830
C  -2.7140  5.4396  -4.5716
C  -3.0848  4.1967  -3.8023
O  -2.6672  3.0381  -4.4964
C  -1.4593  2.4858  -4.0034
H  0.2726  5.0028  -5.8074
H  -1.2142  4.1039  -6.1609
H  -1.0318  5.7830  -6.7301
H  -3.1726  5.4032  -5.5650
H  -3.0962  6.3226  -4.0503
H  -4.1724  4.1547  -3.6876
H  -2.6353  4.2304  -2.8042
H  -1.6294  1.9581  -3.0607
H  -0.6958  3.2518  -3.8499
H  -1.1018  1.7701  -4.7417
C  -2.9284  2.9930  8.5712
O  -3.8679  2.0526  9.0559
C  -4.5852  1.3791  8.0380
C  -4.0355  -0.0033  7.7711
O  -2.7214  0.0343  7.2412
C  -1.7181  -0.2196  8.2105
H  -2.2971  3.2788  9.4104
H  -2.3039  2.5680  7.7819
H  -3.4302  3.8877  8.1868
H  -4.5766  1.9636  7.1124
H  -5.6235  1.2867  8.3708
H  -4.6748  -0.4988  7.0328
H  -4.0588  -0.5952  8.6920
H  -1.6974  -1.2790  8.4919
H  -1.8696  0.3833  9.1084
H  -0.7618  0.0424  7.7606

Mulliken population analysis, charges in e, atoms 1 to 5:
1. N -0.810
2. P 0.841
3. O -0.449
4. O -0.422
5. Si 0.371

---

This record from the OMol25 dataset describes C32H77Br3Cl3O20P5 as an isolated structure. The level of theory is ωB97M-V with the def2-TZVPD basis set.

HOMO level (spin up / spin down): -11.850 / -11.850 eV
net charge: +1
expectation value of S²: 0.76
Kohn-Sham gap (spin up / spin down): 7.162 / 2.301 eV
multiplicity: 2

Geometry (Å):
C  0.2330  -1.6730  -0.8577
Br  -0.5504  -1.2300  0.8956
Br  -1.0791  -1.8662  -2.2542
Br  1.0361  -3.4780  -0.6064
H  0.9672  -0.8930  -1.0594
C  8.1627  -1.2737  6.6389
C  8.2074  -1.5088  5.1226
O  6.8620  -1.6691  4.6507
P  6.5257  -2.4770  3.2265
O  6.9908  -3.8878  3.0870
O  4.9039  -2.2777  3.1478
C  4.0234  -3.3623  3.3793
C  2.8673  -3.1531  2.4238
O  7.0064  -1.4628  2.0860
C  8.2733  -1.6903  1.4050
C  8.7672  -0.4717  0.7295
H  7.5499  -0.3992  6.8577
H  7.7437  -2.1336  7.1614
H  9.1289  -1.0896  7.1087
H  8.6353  -0.6042  4.6905
H  8.8175  -2.3853  4.9043
H  4.4184  -4.3759  3.3108
H  3.5695  -3.3686  4.3702
H  3.0875  -3.3647  1.3775
H  2.0563  -3.8562  2.6132
H  2.5272  -2.1188  2.4760
H  9.0814  -2.0352  2.0501
H  8.1317  -2.5273  0.7213
H  8.3050  -0.1762  -0.2125
H  8.5959  0.3661  1.4053
H  9.8440  -0.6268  0.6619
C  3.5917  6.2663  4.7336
C  3.9424  5.1302  3.7687
O  2.8574  5.2468  2.9092
P  2.8704  4.5519  1.4463
O  4.0259  4.9764  0.6323
O  1.4648  5.0105  0.7602
C  1.4711  6.2522  0.1176
C  0.1131  6.5869  -0.3249
O  2.6343  2.9961  1.7605
C  2.9411  1.8995  0.8794
C  2.4123  0.6463  1.5786
H  3.7424  7.2282  4.2434
H  2.5200  6.2941  4.9305
H  4.1998  6.4729  5.6143
H  4.9037  5.2586  3.2712
H  3.8881  4.0941  4.1030
H  1.7917  7.1067  0.7135
H  2.1068  6.3648  -0.7606
H  -0.0829  7.5524  -0.7912
H  -0.2637  5.9113  -1.0928
H  -0.5700  6.5435  0.5234
H  2.3125  1.9364  -0.0103
H  3.9868  1.7787  0.5965
H  2.5709  -0.1505  0.8518
H  3.0345  0.3949  2.4375
H  1.3707  0.8405  1.8344
C  -4.2836  -2.4660  -0.9788
C  -5.1060  -2.1091  -2.2938
O  -6.0950  -3.0618  -2.5429
P  -6.9682  -3.1222  -3.9329
O  -7.5902  -1.8406  -4.3787
O  -7.9624  -4.4408  -3.8271
C  -8.8446  -4.7668  -4.8191
C  -9.3754  -6.1984  -4.5762
O  -5.8079  -3.6598  -4.8778
C  -5.8783  -3.3579  -6.2242
C  -5.6387  -4.6258  -6.9790
H  -3.5594  -1.7002  -0.7013
H  -4.9199  -2.7182  -0.1305
H  -3.6379  -3.3144  -1.2055
H  -5.5374  -1.1081  -2.2964
H  -4.3954  -2.0882  -3.1200
H  -9.7532  -4.1651  -4.7981
H  -8.4510  -4.7380  -5.8352
H  -8.6669  -6.9435  -4.9381
H  -9.4685  -6.3336  -3.4986
H  -10.3720  -6.2913  -5.0078
H  -6.8107  -2.8691  -6.5065
H  -5.0873  -2.6767  -6.5379
H  -5.3993  -4.4200  -8.0223
H  -4.8389  -5.2021  -6.5139
H  -6.4391  -5.3635  -7.0350
C  0.6685  -3.3304  -5.1396
C  1.9370  -2.3981  -5.0078
O  1.8766  -1.6409  -3.7778
P  3.1184  -0.6958  -3.2940
O  2.7383  0.3786  -2.3108
O  4.1807  -1.7719  -2.8824
C  5.3546  -1.3207  -2.2300
C  5.2538  -1.4423  -0.7098
O  3.7436  -0.1694  -4.6858
C  3.2049  0.9956  -5.1942
C  4.3377  2.0400  -5.2536
H  0.7588  -4.2947  -4.6397
H  -0.2090  -2.8067  -4.7603
H  0.3452  -3.4530  -6.1733
H  2.8917  -2.8979  -5.1715
H  2.0292  -1.7150  -5.8522
H  6.0522  -2.0305  -2.6746
H  5.7112  -0.3447  -2.5592
H  4.3147  -1.1441  -0.2437
H  5.5177  -2.3997  -0.2606
H  5.9814  -0.7545  -0.2788
H  2.8521  0.9334  -6.2236
H  2.3114  1.3122  -4.6561
H  4.7636  2.2210  -4.2667
H  5.1179  1.7663  -5.9639
H  3.9289  3.0226  -5.4888
C  -9.2453  3.8063  2.5380
C  -7.9005  3.1580  1.9907
O  -7.3361  2.1889  2.8264
P  -6.2224  2.5580  3.9976
O  -6.5533  3.6719  4.9290
O  -6.0433  1.1560  4.7978
C  -5.3343  1.1232  5.9883
C  -6.3684  0.6785  6.9765
O  -4.8343  2.7128  3.1199
C  -4.1752  1.5366  2.6024
C  -2.7820  1.8415  1.9317
H  -9.9914  3.0627  2.8183
H  -9.0754  4.4087  3.4304
H  -9.7750  4.4095  1.8006
H  -8.1707  2.6302  1.0761
H  -7.0612  3.8071  1.7411
H  -4.5786  0.3378  5.9779
H  -4.8572  2.0693  6.2440
H  -7.1671  1.3993  7.1512
H  -6.7449  -0.3259  6.7825
H  -5.8133  0.6334  7.9135
H  -3.9950  0.8600  3.4377
H  -4.8568  0.9426  1.9937
H  -2.5033  1.0128  1.2807
H  -2.7600  2.7641  1.3518
H  -2.0095  1.8913  2.6992
C  0.0121  2.1874  -2.4360
Cl  -0.2222  1.1701  -3.8401
Cl  -1.4288  2.2092  -1.3241
Cl  0.5453  3.8325  -2.8228
H  0.8291  1.6681  -1.9352

Mulliken population analysis, charges in e, atoms 1 to 5:
1. C 0.645
2. Br 0.089
3. Br 0.231
4. Br 0.302
5. H -0.470

---

Calculated total energy for every record listed, in sequence, given in a.u.: -3518.59592, -13579.69398.